Entry 1:
Below is a structure of composition C24H45NO4S2 in a non-equilibrium geometry, with properties calculated with wB97M-V/def2-TZVPD.

DFT total energy, eV: -56938.3321
E_LUMO, eV: 0.273
Strongest force on any atom, eV/A: 16.899
Net charge: 0
Highest occupied orbital energy, eV: -6.87

Each line ends with the Löwdin charge.
Cartesian coordinates (Å):
C1 -28.876 -14.236 19.358  -0.03
C2 -27.563 -13.808 18.618  -0.17
N1 -27.348 -12.305 18.659  -0.17
C3 -28.288 -11.587 17.763  -0.24
C4 -27.514 -11.710 20.087  -0.14
C5 -26.507 -12.236 21.145  -0.05
C6 -25.985 -11.949 18.059  -0.15
C7 -25.427 -10.539 18.319  -0.26
O1 -24.394 -10.448 17.432  -0.15
C8 -23.687 -9.127 17.576  -0.01
H1 -28.920 -15.265 19.517  0.01
H2 -29.661 -13.836 18.744  0.06
H3 -28.984 -13.851 20.514  0.15
H4 -27.402 -14.353 17.687  0.06
H5 -26.732 -14.460 19.124  0.14
H6 -28.354 -11.823 16.560  -0.20
H7 -28.326 -10.488 17.598  0.12
H8 -29.404 -11.899 18.029  0.15
H9 -28.401 -11.604 20.414  0.04
H10 -27.229 -10.538 19.981  0.15
H11 -26.816 -11.816 22.070  0.08
H12 -25.518 -12.321 20.883  0.03
H13 -26.862 -13.341 21.218  0.08
H14 -26.119 -12.236 17.015  0.01
H15 -25.278 -12.718 18.317  0.12
H16 -25.341 -10.594 19.600  0.17
H17 -26.219 -9.722 17.973  0.15
H18 -22.581 -9.153 17.084  0.15
H19 -23.442 -8.994 18.428  -0.05
H20 -24.157 -8.222 17.211  0.09
O2 -25.141 -15.028 16.957  -0.43
H21 -25.223 -15.973 17.142  -0.14
C9 -27.474 -11.392 14.828  -0.12
S1 -27.505 -12.698 16.121  0.90
O3 -28.962 -12.648 16.549  -0.34
C10 -27.461 -14.190 14.997  -0.17
H22 -28.233 -11.427 14.085  0.07
H23 -26.651 -11.842 14.104  0.12
H24 -27.275 -10.583 15.358  0.00
H25 -26.482 -14.154 14.553  0.05
H26 -28.154 -14.102 14.189  0.04
H27 -27.660 -15.091 15.570  0.04
C11 -25.231 -17.137 20.092  -0.22
S2 -24.310 -15.535 20.230  0.80
O4 -25.044 -14.763 21.307  -0.57
C12 -22.819 -15.982 20.975  -0.34
H28 -25.424 -17.412 19.095  -0.03
H29 -26.290 -17.117 20.558  0.08
H30 -24.507 -18.005 20.686  0.13
H31 -21.769 -16.109 20.383  0.07
H32 -22.914 -16.789 21.794  0.08
H33 -22.480 -15.056 21.566  0.08
C13 -28.484 -19.253 17.700  -0.09
C14 -27.243 -19.254 16.804  -0.02
C15 -26.498 -17.942 16.783  -0.06
C16 -26.854 -16.862 17.714  -0.20
C17 -27.834 -16.973 18.753  -0.06
C18 -28.778 -18.269 18.681  0.00
H34 -29.221 -19.941 17.636  0.03
H35 -27.015 -20.185 16.224  0.09
H36 -25.681 -17.603 16.050  0.12
H37 -26.373 -15.827 17.504  0.01
H38 -28.005 -16.148 19.328  -0.01
H39 -29.533 -18.061 19.308  0.03
C19 -20.125 -13.730 19.195  -0.01
C20 -19.063 -14.878 19.458  -0.05
C21 -19.253 -16.212 19.242  -0.09
C22 -20.540 -16.558 18.718  -0.09
C23 -21.558 -15.575 18.477  -0.16
C24 -21.345 -14.227 18.759  -0.15
H40 -19.828 -12.652 19.216  0.10
H41 -18.148 -14.350 19.683  0.07
H42 -18.644 -16.947 19.314  0.03
H43 -20.752 -17.603 18.660  0.09
H44 -22.541 -15.882 18.060  0.10
H45 -22.323 -13.791 18.542  0.10



Entry 2:
Below is a structure of composition C24H46AuIN5OP in a non-equilibrium geometry, with properties calculated with wB97M-V/def2-TZVPD.

DFT total energy, eV: -56205.2350
E_LUMO (alpha / beta), eV: 3.277 / 3.857
Strongest force on any atom, eV/A: 5.903
2S+1: 3
Net charge: -2
Highest occupied orbital energy (alpha / beta), eV: 2.13 / 1.42

Each line ends with the Löwdin charge.
Cartesian coordinates (Å):
C1 2.028 5.293 -4.720  -0.61
I1 0.909 3.476 -4.775  -0.08
H1 3.046 5.149 -4.283  0.00
H2 1.414 6.040 -4.182  -0.01
H3 2.069 5.583 -5.787  -0.03
C2 -1.111 -1.164 -4.390  -0.08
C3 0.228 -1.119 -4.504  -0.07
N1 0.702 -0.293 -3.492  -0.12
C4 -0.342 0.176 -2.768  -0.31
N2 -1.459 -0.377 -3.291  -0.13
H4 -1.815 -1.700 -4.965  0.10
H5 0.883 -1.546 -5.239  0.10
C5 0.351 4.316 1.956  -0.12
C6 0.274 2.977 0.147  -0.50
N3 -0.424 3.443 1.225  -0.17
H6 2.441 5.005 1.594  0.08
N4 1.549 3.492 0.281  -0.16
H7 -0.016 4.904 2.784  0.08
Au1 -0.395 1.334 -1.063  0.94
C7 -0.500 3.346 -1.323  -0.52
O1 -0.780 4.431 -1.703  -0.10
C8 1.584 4.367 1.367  -0.11
C9 2.619 3.219 -0.670  -0.09
H8 3.178 2.265 -0.491  0.06
H9 3.371 4.026 -0.625  0.07
H10 2.206 3.198 -1.702  0.04
C10 -1.765 2.973 1.537  -0.08
H11 -2.198 3.566 2.365  0.08
H12 -1.802 1.902 1.836  0.03
H13 -2.347 3.043 0.609  0.06
C11 -2.774 -0.292 -2.665  -0.06
H14 -3.541 -0.152 -3.434  0.08
H15 -2.773 0.539 -1.945  0.06
H16 -3.001 -1.212 -2.103  0.07
C12 2.113 -0.014 -3.223  -0.06
H17 2.243 1.052 -2.998  0.04
H18 2.704 -0.253 -4.113  0.08
H19 2.478 -0.644 -2.392  0.07
C13 -2.785 -0.732 2.410  -0.11
C14 -2.054 -1.999 1.931  -0.60
C15 -1.961 -3.021 3.084  -0.10
C16 -2.900 -2.592 0.800  -0.11
P1 -0.364 -1.456 1.242  0.81
N5 -0.568 -0.259 0.233  -0.38
C17 0.775 -0.922 2.659  -0.61
C18 1.372 -2.155 3.364  -0.11
C19 1.893 -0.033 2.098  -0.10
C20 0.051 -0.058 3.715  -0.10
C21 0.412 -2.810 0.203  -0.62
C22 1.831 -2.344 -0.172  -0.11
C23 0.434 -4.171 0.909  -0.10
C24 -0.351 -2.950 -1.115  -0.10
H20 -3.866 -0.938 2.469  0.07
H21 -2.642 0.075 1.687  0.05
H22 -2.447 -0.387 3.390  0.06
H23 -2.960 -3.057 3.547  0.08
H24 -1.745 -4.042 2.739  0.06
H25 -1.234 -2.765 3.866  0.05
H26 -2.743 -2.034 -0.137  0.05
H27 -2.691 -3.654 0.630  0.06
H28 -3.958 -2.499 1.087  0.08
H29 2.093 -2.691 2.735  0.06
H30 1.892 -1.766 4.254  0.08
H31 0.613 -2.880 3.684  0.05
H32 1.461 0.833 1.578  0.07
H33 2.485 0.302 2.958  0.08
H34 2.562 -0.563 1.416  0.05
H35 -0.465 0.805 3.260  0.07
H36 -0.656 -0.625 4.336  0.06
H37 0.844 0.321 4.384  0.08
H38 2.516 -2.370 0.685  0.06
H39 2.224 -3.019 -0.951  0.08
H40 1.793 -1.327 -0.594  0.05
H41 -0.573 -4.603 1.025  0.06
H42 1.001 -4.833 0.236  0.08
H43 0.947 -4.154 1.882  0.05
H44 -1.361 -3.369 -1.007  0.06
H45 -0.435 -1.973 -1.609  0.05
H46 0.214 -3.631 -1.770  0.08



Entry 3:
Below is a cluster of 4 separate species, C24H46Br2N3O7 in total in a non-equilibrium geometry, with properties calculated with wB97M-V/def2-TZVPD.

DFT total energy, eV: -184511.2719
E_LUMO, eV: -2.734
Strongest force on any atom, eV/A: 1.121
Net charge: +1
Highest occupied orbital energy, eV: -10.49

Each line ends with the Löwdin charge.
Cartesian coordinates (Å):
C1 4.970 1.397 -0.187  -0.19
C2 3.809 0.474 -0.535  -0.71
Br1 3.543 0.631 -2.472  0.80
C3 2.451 0.852 0.119  -0.64
Br2 2.614 1.890 1.763  0.88
C4 1.482 -0.328 0.385  -0.41
C5 1.460 -1.304 -0.797  -0.17
O1 0.558 -2.363 -0.518  -0.14
O2 1.292 -3.586 -0.485  0.01
C6 1.931 -1.139 1.607  -0.09
N1 1.012 -1.055 2.781  -0.03
C7 1.561 -1.908 3.890  -0.07
C8 0.924 -3.267 3.979  -0.20
N2 1.070 -4.100 3.045  0.15
C9 -0.344 -1.457 2.316  -0.03
C10 -0.981 -0.411 1.382  -0.44
O3 -1.897 -1.173 0.615  0.01
C11 -1.818 0.557 2.225  -0.10
C12 -2.274 1.861 1.554  -0.15
C13 -3.758 1.866 1.149  -0.22
N3 -4.115 0.794 0.251  -0.05
C14 -3.657 1.069 -1.106  -0.15
C15 -3.204 -0.132 -1.913  -0.17
C16 -2.077 -0.030 -2.718  -0.07
C17 -1.580 -1.128 -3.428  -0.08
C18 -2.210 -2.368 -3.374  -0.07
C19 -3.364 -2.481 -2.606  0.00
C20 -3.844 -1.383 -1.880  -0.26
O4 -5.042 -1.588 -1.200  0.04
C21 0.073 0.307 0.531  -0.05
H1 5.764 1.221 -0.903  0.07
H2 5.316 1.172 0.815  0.07
H3 4.682 2.436 -0.289  0.07
H4 4.056 -0.551 -0.292  0.09
H5 1.936 1.514 -0.565  0.08
H6 2.433 -1.737 -1.004  0.12
H7 1.143 -0.811 -1.713  0.11
H8 1.115 -3.933 0.404  0.08
H9 1.982 -2.190 1.352  0.12
H10 2.930 -0.851 1.914  0.12
H11 0.979 -0.074 3.106  0.12
H12 2.614 -2.069 3.687  0.14
H13 1.482 -1.378 4.829  0.11
H14 0.365 -3.503 4.882  0.13
H15 0.593 -4.969 3.281  0.08
H16 -0.272 -2.382 1.766  0.12
H17 -1.002 -1.598 3.167  0.15
H18 -1.675 -1.175 -0.324  0.08
H19 -1.320 0.761 3.172  0.09
H20 -2.705 -0.019 2.492  0.13
H21 -1.694 2.123 0.672  0.09
H22 -2.114 2.673 2.261  0.11
H23 -3.954 2.802 0.632  0.12
H24 -4.390 1.888 2.036  0.12
H25 -3.790 -0.094 0.583  0.07
H26 -2.759 1.692 -1.033  0.10
H27 -4.400 1.641 -1.652  0.11
H28 -1.554 0.906 -2.824  0.11
H29 -0.688 -1.014 -4.025  0.10
H30 -1.838 -3.221 -3.916  0.10
H31 -3.900 -3.415 -2.554  0.12
H32 -4.826 -1.942 -0.333  0.10
H33 0.191 1.303 0.948  0.08
H34 -0.323 0.455 -0.472  0.13
C22 -4.472 2.130 -4.387  -0.14
O5 -3.306 2.691 -3.774  -0.13
H35 -4.814 1.308 -3.765  0.07
H36 -5.269 2.873 -4.464  0.08
H37 -4.241 1.743 -5.382  0.08
H38 -3.031 3.423 -4.334  0.08
C23 1.373 1.199 5.809  -0.12
O6 0.644 1.252 4.573  -0.18
H39 2.410 0.978 5.568  0.09
H40 1.327 2.159 6.322  0.09
H41 0.980 0.419 6.466  0.08
H42 -0.268 1.478 4.784  0.08
C24 6.294 1.899 -5.313  -0.17
O7 5.244 2.811 -5.616  -0.13
H43 7.208 2.293 -5.749  0.08
H44 6.430 1.805 -4.232  0.06
H45 6.096 0.912 -5.741  0.08
H46 4.432 2.468 -5.235  0.05